# 1
{"formula": "C9H15LiO2Si", "method": "ωB97M-V/def2-TZVPD", "orbital_gap_ev": 5.48, "charge": -2, "lumo_ev": 4.8, "e_homo_ev": -0.70, "species": ["Li", "C", "O", "H", "H", "H", "H", "O", "C", "Si", "C", "C", "C", "C", "C", "C", "C", "H", "H", "H", "H", "H", "H", "H", "H", "H", "H", "H"], "positions_angstrom": [[2.6832, -8.1234, 0.3584], [5.5499, -7.1532, -0.1901], [4.2927, -7.5911, 0.0541], [5.9836, -7.5410, -1.1415], [6.2864, -7.4420, 0.5961], [5.6346, -6.0464, -0.2678], [1.0916, -9.9794, 0.7169], [1.1659, -9.0245, 0.6791], [-2.6957, 1.1363, 1.4234], [-1.2095, 1.2662, 0.1724], [-2.2381, 0.9964, -1.4604], [-1.1104, 3.2044, 0.0569], [-1.5144, 4.0718, 1.0824], [-1.3625, 5.4518, 0.9991], [-0.8027, 6.0307, -0.1320], [-0.3958, 5.2004, -1.1721], [-0.5428, 3.8251, -1.0679], [-3.5239, 1.8150, 1.1741], [-2.3883, 1.3356, 2.4550], [-3.0826, 0.1120, 1.4054], [-3.1389, 1.6240, -1.4983], [-2.5490, -0.0511, -1.5306], [-1.6402, 1.2076, -2.3524], [-1.9656, 3.6549, 1.9774], [-1.6892, 6.0808, 1.8223], [-0.6846, 7.1065, -0.2035], [0.0439, 5.6305, -2.0671], [-0.1977, 3.2022, -1.8890]]}



# 2
{"formula": "C26H28BFN9O3Pt", "method": "ωB97M-V/def2-TZVPD", "s_squared": 2.005, "orbital_gap_ev": [6.45, 7.00], "charge": 1, "de_lowest_ev": 0.0885, "lumo_ev": [-3.2, -3.2], "multiplicity": 3, "e_homo_ev": [-9.66, -10.21], "species": ["Pt", "C", "C", "N", "N", "C", "B", "N", "C", "C", "C", "N", "N", "C", "C", "C", "N", "H", "H", "H", "H", "H", "H", "H", "H", "H", "H", "F", "C", "C", "C", "C", "O", "C", "C", "N", "C", "C", "C", "C", "C", "C", "N", "C", "C", "N", "C", "C", "C", "O", "O", "H", "H", "H", "H", "H", "H", "H", "H", "H", "H", "H", "H", "H", "H", "H", "H", "H", "H"], "positions_angstrom": [[0.2645, -4.3001, 1.5981], [-1.5174, -0.7694, 3.4867], [-0.3832, -1.5337, 3.2009], [-0.7430, -2.7723, 2.8808], [-2.0841, -2.8282, 2.9196], [-2.5770, -1.6369, 3.2871], [-2.8297, -4.1084, 2.4575], [-2.6797, -4.2038, 0.9156], [-3.5532, -3.8722, -0.0453], [-2.9504, -4.0726, -1.2741], [-1.6731, -4.5426, -0.9640], [-1.5383, -4.6452, 0.3560], [-2.1365, -5.3261, 3.0954], [-2.6531, -6.2709, 3.8987], [-1.6570, -7.1723, 4.2140], [-0.5265, -6.6958, 3.5436], [-0.8337, -5.5896, 2.8785], [-1.5586, 0.2579, 3.8070], [0.6596, -1.2599, 3.2369], [-3.6391, -1.4860, 3.4003], [-3.9846, -4.0586, 2.7674], [-4.5440, -3.5214, 0.1997], [-3.3758, -3.9175, -2.2511], [-0.8680, -4.8386, -1.6182], [-3.6887, -6.2414, 4.1956], [-1.7283, -8.0477, 4.8363], [0.4731, -7.0990, 3.5116], [-2.2737, 2.8117, -0.7085], [-1.0225, 2.3067, -0.8443], [-0.8222, 0.9909, -0.5247], [0.4317, 0.4086, -0.6710], [0.5829, -1.0417, -0.3764], [-0.3869, -1.6850, -0.0055], [1.9185, -1.5588, -0.5922], [2.8878, -0.7245, -1.0340], [2.7457, 0.6152, -1.2554], [3.8801, 1.3881, -1.6973], [5.1871, 1.1988, -0.9976], [4.4149, 2.4672, -0.7995], [1.4966, 1.1939, -1.1253], [1.2713, 2.5360, -1.4435], [0.0162, 3.1114, -1.3241], [-0.1206, 4.4876, -1.6967], [0.1423, 4.7984, -3.1005], [0.7448, 6.2161, -3.1708], [0.4247, 6.9027, -1.8786], [-1.0284, 6.7408, -1.5567], [-1.2740, 5.2526, -1.2230], [2.3521, -3.0176, -0.4545], [3.1616, -3.4107, -1.2759], [1.9441, -3.7211, 0.5531], [-1.6424, 0.3755, -0.1742], [3.8687, -1.1292, -1.2419], [3.9078, 1.5617, -2.7675], [6.0852, 1.2190, -1.5983], [5.2194, 0.4997, -0.1727], [4.7811, 3.3777, -1.2561], [3.9217, 2.6053, 0.1545], [2.0990, 3.1496, -1.7748], [-0.7769, 4.7410, -3.6972], [0.8441, 4.0839, -3.5151], [0.3160, 6.8004, -3.9808], [1.8266, 6.2005, -3.2797], [0.7072, 7.8794, -1.8968], [0.9453, 6.4112, -1.1482], [-1.5895, 7.0653, -2.4294], [-1.2830, 7.3861, -0.7206], [-2.2131, 4.9413, -1.6839], [-1.3655, 5.1167, -0.1491]]}